Entry from the OMol25 dataset: the ion C9H16NOS with charge -1 in a non-equilibrium geometry (ωB97M-V/def2-TZVPD).

CARTESIAN COORDINATES (ANGSTROEM)
1 C 2.479 2.195 -0.893
2 C -1.812 -0.808 -0.706
3 C 1.562 1.210 -1.631
4 C 1.970 1.649 0.449
5 C -0.355 -1.268 -0.874
6 C -2.449 -1.326 0.549
7 C 0.857 0.892 -0.299
8 C 0.675 -0.582 0.050
9 C -3.094 -0.552 1.444
10 N 0.414 -0.653 1.481
11 O 0.289 -1.994 1.925
12 S -3.914 -1.073 2.838
13 H 3.546 2.087 -1.082
14 H 2.200 3.235 -1.055
15 H -1.872 0.285 -0.729
16 H -2.372 -1.164 -1.586
17 H 0.942 1.632 -2.422
18 H 2.099 0.351 -2.030
19 H 2.666 0.974 0.938
20 H 1.642 2.393 1.171
21 H -0.310 -2.348 -0.699
22 H -0.032 -1.094 -1.906
23 H -2.487 -2.407 0.648
24 H -0.478 -0.196 1.685
25 H -0.098 1.410 -0.216
26 H 1.638 -1.099 -0.090
27 H -3.077 0.533 1.286
28 H -0.629 -2.283 1.755

Summary:
⟨S²⟩   2.007
Total charge   -1
HOMO energy (spin up / spin down)   0.339 / -3.866 eV
Total energy   -23960.98349 eV
Spin multiplicity   3

Atom charges from the natural (NBO) analysis, given in e for atoms 1 to 8: -0.40, -0.47, -0.40, -0.39, -0.42, -0.26, -0.22, -0.06